Record 1
{
  "formula": "C4H9NO",
  "method": "the ωB97M-V functional and the def2-TZVPD basis",
  "smiles": "C=NC.CC=O",
  "max_force_ev_per_a": 0.5,
  "homo_lumo_gap_ev": 10.1,
  "e_lumo_ev": 0.93,
  "species": ["C", "N", "C", "H", "H", "H", "H", "H", "C", "C", "O", "H", "H", "H", "H"],
  "positions_angstrom": [[-1.473, 1.130, -0.047], [-0.887, 0.018, -0.034], [-1.526, -1.211, 0.353], [-2.486, 1.312, 0.329], [-0.937, 1.979, -0.484], [-1.676, -1.785, -0.568], [-2.490, -1.076, 0.863], [-0.846, -1.800, 0.977], [2.034, 0.315, 0.411], [1.343, -0.036, -0.885], [1.387, -1.126, -1.407], [2.285, -0.585, 0.978], [1.439, 0.998, 1.027], [2.960, 0.834, 0.136], [0.907, 0.846, -1.402]]
}

---

Record 2
{
  "formula": "C4H9NO",
  "method": "the ωB97M-V functional and the def2-TZVPD basis",
  "smiles": "CCCNC=O",
  "max_force_ev_per_a": 1.1,
  "homo_lumo_gap_ev": 10.7,
  "e_lumo_ev": 0.88,
  "species": ["C", "C", "C", "N", "C", "O", "H", "H", "H", "H", "H", "H", "H", "H", "H"],
  "positions_angstrom": [[-1.319, 0.894, -1.155], [-1.230, -0.157, -0.063], [-0.035, 0.024, 0.867], [1.241, -0.071, 0.147], [2.148, -1.020, 0.503], [1.899, -2.013, 1.147], [-2.099, 0.600, -1.861], [-1.544, 1.875, -0.739], [-0.418, 0.883, -1.771], [-2.153, -0.179, 0.529], [-1.210, -1.168, -0.475], [-0.100, 1.056, 1.239], [0.003, -0.678, 1.696], [1.641, 0.782, -0.206], [3.177, -0.827, 0.142]]
}

---

Record 3
{
  "formula": "C4H9NO",
  "method": "the ωB97M-V functional and the def2-TZVPD basis",
  "smiles": "CC(=O)CCN",
  "max_force_ev_per_a": 4.9,
  "homo_lumo_gap_ev": 9.6,
  "e_lumo_ev": 0.67,
  "species": ["C", "C", "O", "C", "C", "N", "H", "H", "H", "H", "H", "H", "H", "H", "H"],
  "positions_angstrom": [[2.212, 0.095, 0.290], [0.730, 0.404, 0.216], [0.333, 1.520, 0.617], [-0.198, -0.820, 0.262], [-1.287, -0.338, -0.680], [-2.283, 0.426, -0.016], [2.774, 0.913, -0.166], [2.505, 0.002, 1.338], [2.447, -0.844, -0.215], [-0.531, -1.038, 1.280], [0.296, -1.683, -0.193], [-1.715, -1.123, -1.305], [-0.531, 0.450, -1.279], [-1.824, 1.174, 0.523], [-2.928, 0.860, -0.671]]
}

---

Record 4
{
  "formula": "C4H9NO",
  "method": "the ωB97M-V functional and the def2-TZVPD basis",
  "smiles": "C=CN=C.CO",
  "max_force_ev_per_a": 1.4,
  "homo_lumo_gap_ev": 10.2,
  "e_lumo_ev": 0.88,
  "species": ["C", "C", "N", "C", "H", "H", "H", "H", "H", "C", "O", "H", "H", "H", "H"],
  "positions_angstrom": [[-0.117, 2.230, 1.660], [-0.744, 1.429, 0.800], [-1.299, 0.176, 1.083], [-0.506, -0.736, 1.455], [0.032, 1.884, 2.679], [0.191, 3.243, 1.460], [-1.045, 1.876, -0.146], [-0.893, -1.721, 1.697], [0.578, -0.611, 1.498], [0.448, -0.992, -1.898], [1.622, -1.711, -2.302], [-0.113, -0.666, -2.780], [-0.181, -1.734, -1.415], [0.724, -0.148, -1.269], [2.118, -1.149, -2.896]]
}

---

For the records above, the corresponding HOMO energy values read -0.33647; -0.36206; -0.32796; -0.34396 hartree.
For the records above, the corresponding ΔE to the lowest compared entry with this formula, charge and spin values read 225.2; 56.6; 201.9; 283.1 kJ/mol.